No. 1
Below is a molecular structure, C15H21N3O4STc, with properties calculated with ωB97M-V with the def2-TZVPD basis set.

Cartesian coordinates (Å):
Tc  1.0623  -1.3078  -2.8470
C  3.8779  -3.5777  -1.2195
C  2.9365  -3.2912  -2.2893
C  1.5199  -3.5002  -2.1372
C  0.6508  -3.4922  -3.2719
C  1.1716  -3.1258  -4.5440
C  2.5318  -2.7767  -4.6663
C  3.3852  -2.8271  -3.5640
H  4.4456  -4.4944  -1.4714
H  3.4054  -3.7737  -0.2601
H  4.6743  -2.8337  -1.1279
H  1.1666  -3.9641  -1.2194
H  -0.3423  -3.9294  -3.1917
H  0.5596  -3.2389  -5.4342
H  2.9416  -2.5572  -5.6493
H  4.4444  -2.6385  -3.7140
C  -1.0473  2.6067  6.0213
C  -1.7722  3.4333  5.0828
S  -2.4333  2.4134  3.3953
O  -2.4643  1.0543  3.8056
O  -3.5969  3.1365  3.0590
C  -1.2754  2.4691  1.9189
C  -1.9905  1.6209  0.8549
N  -1.1559  1.1940  -0.2736
C  -0.8076  -0.0788  -0.5539
N  -0.1032  -0.1301  -1.7125
C  -0.0574  1.1565  -2.2080
C  -0.6970  1.9752  -1.3267
N  -0.8924  3.4325  -1.4778
O  -0.5216  3.8767  -2.5107
O  -1.3854  3.9635  -0.5219
C  -1.2140  -1.2544  0.2214
H  -1.0489  3.1664  6.9877
H  -0.0100  2.3882  5.7719
H  -1.5846  1.7140  6.3784
H  -1.2063  4.2044  4.5589
H  -2.7640  3.7589  5.4041
H  -0.3304  2.0436  2.2427
H  -1.1912  3.5094  1.6078
H  -2.8299  2.2066  0.4619
H  -2.3908  0.7164  1.3194
H  0.3663  1.4414  -3.1664
H  -0.9517  -1.1706  1.2757
H  -0.7726  -2.1564  -0.1945
H  -2.3027  -1.3631  0.1856

The HOMO-LUMO gap (alpha / beta) comes out at 4.76 / 6.54 eV. The total charge is +4. Its multiplicity is 4. The calculation puts the relative energy (zero: lowest compared OMol25 entry of this formula, charge and spin) at 109.1 kJ/mol.

No. 2
Below is 5 unconnected molecules or ions with the total composition C15H21N3O6, with properties calculated with ωB97M-V with the def2-TZVPD basis set.

Cartesian coordinates (Å):
C  2.4372  -1.1351  -3.0538
N  3.2591  -0.0610  -3.7780
O  4.3772  -0.3724  -4.0845
O  2.7100  0.9807  -4.0808
H  1.4393  -0.7530  -2.8388
H  3.0019  -1.3816  -2.1546
H  2.4254  -2.0158  -3.6960
C  -2.4937  3.8133  2.4029
N  -1.5669  4.1396  3.5525
O  -0.6494  4.8954  3.3242
O  -1.7154  3.5985  4.6413
H  -3.1170  3.0269  2.8286
H  -1.8012  3.5446  1.6052
H  -3.1007  4.6844  2.1561
C  0.1083  1.5472  -1.6680
N  -0.6581  2.1811  -0.5713
O  -1.4908  1.4433  -0.0845
O  -0.3217  3.3221  -0.1878
H  1.1245  1.6616  -1.2907
H  -0.1555  2.2962  -2.4147
H  -0.2733  0.5322  -1.7791
C  1.6337  -1.0236  2.4039
C  2.3090  -0.1424  1.6231
C  1.7754  1.1657  1.5041
C  0.7124  1.5734  2.2309
C  -0.0228  0.6519  2.9586
C  0.5054  -0.6501  3.0802
H  1.9511  -2.0282  2.6416
H  3.1840  -0.4644  1.0780
H  2.3467  1.7746  0.8191
H  0.3442  2.5838  2.1312
H  -0.9375  0.9472  3.4510
H  -0.0476  -1.3670  3.6690
C  -1.8180  -2.1505  -0.5644
C  -2.7362  -2.7727  -1.3757
C  -2.3588  -3.8088  -2.2098
C  -1.0503  -4.2221  -2.2223
C  -0.0900  -3.6554  -1.3962
C  -0.5230  -2.6796  -0.5379
H  -2.0117  -1.3851  0.1725
H  -3.7910  -2.5455  -1.3273
H  -3.1471  -4.2236  -2.8205
H  -0.9046  -5.0901  -2.8481
H  0.8940  -4.0992  -1.4308
H  0.2435  -2.3368  0.1415

The HOMO-LUMO gap comes out at 9.34 eV. The total charge is 0. The calculation puts the relative energy (zero: lowest compared OMol25 entry of this formula, charge and spin) at 1047.5 kJ/mol. As for the SMILES: C[N+](=O)[O-].C[N+](=O)[O-].C[N+](=O)[O-].c1ccccc1.c1ccccc1.

No. 3
Below is a molecular structure, C15H22B3ClO18S, with properties calculated with ωB97M-V with the def2-TZVPD basis set.

Cartesian coordinates (Å):
S  2.0193  -3.6545  0.6632
B  0.3920  -3.0099  1.2486
O  0.2393  -1.7550  1.8011
B  -0.5366  -1.0340  0.9171
O  -1.6030  -1.6442  0.3059
B  -1.7636  -2.9774  0.5786
Cl  -3.2922  -3.7977  0.2564
O  -0.7727  -3.7370  1.1156
H  2.0634  -3.0460  -0.5271
H  -0.2154  0.0817  0.6814
C  -4.1082  0.7918  -2.7678
C  -3.3263  1.2989  -1.5889
O  -2.4168  2.2347  -2.1972
C  -2.9675  2.6481  -3.3628
O  -2.5520  3.5495  -4.0220
O  -4.0582  1.9092  -3.6756
H  -5.1352  0.5447  -2.5141
H  -3.6430  -0.0669  -3.2394
H  -3.9517  1.8314  -0.8770
H  -2.7879  0.5085  -1.0721
C  6.2942  -1.8557  3.0216
C  6.1858  -3.1773  3.7476
O  5.3996  -3.9591  2.8396
C  5.5489  -3.4404  1.5967
O  5.1575  -3.9546  0.6001
O  6.1981  -2.2515  1.6474
H  7.2311  -1.3423  3.2119
H  5.4673  -1.1840  3.2552
H  7.1546  -3.6612  3.8826
H  5.6942  -3.0950  4.7126
C  -5.2143  5.2419  -0.6788
C  -6.7148  5.4094  -0.7831
O  -7.1558  4.0662  -0.9933
C  -6.2159  3.2287  -0.5009
O  -6.3632  2.0564  -0.3810
O  -5.0874  3.9079  -0.1663
H  -4.7515  5.9539  -0.0011
H  -4.7152  5.2937  -1.6478
H  -7.1595  5.7851  0.1401
H  -7.0192  6.0450  -1.6100
C  6.6502  2.5998  2.9100
C  6.3330  3.4846  4.0959
O  5.9805  2.5298  5.1002
C  6.5578  1.3486  4.7862
O  6.5903  0.4023  5.5030
O  7.0956  1.3904  3.5387
H  7.4298  3.0047  2.2708
H  5.7710  2.3765  2.3039
H  7.1998  4.0519  4.4386
H  5.5090  4.1687  3.9133
C  -2.1027  -4.3191  -4.3392
C  -2.9673  -3.4051  -5.1837
O  -3.6877  -2.6652  -4.1912
C  -2.9661  -2.6841  -3.0447
O  -3.2036  -2.0291  -2.0823
O  -1.9324  -3.5534  -3.1413
H  -1.1397  -4.5390  -4.7915
H  -2.6026  -5.2557  -4.0884
H  -2.3793  -2.7083  -5.7831
H  -3.6541  -3.9414  -5.8325

The HOMO-LUMO gap comes out at 9.78 eV. The total charge is 0. The calculation puts the relative energy (zero: lowest compared OMol25 entry of this formula, charge and spin) at 0.0 kJ/mol.

No. 4
Below is a molecular structure, C15H22BF4N6O3S2Sn, with properties calculated with ωB97M-V with the def2-TZVPD basis set.

Cartesian coordinates (Å):
Sn  0.2232  0.1069  0.4240
N  0.6112  0.4124  5.0157
C  0.8751  0.6762  3.6975
S  1.3356  -0.6966  2.7441
N  0.7300  1.9373  3.3528
N  1.0601  2.1739  2.0434
C  0.9594  3.3795  1.6495
C  1.2044  3.7290  0.2435
C  0.8821  5.0053  -0.2084
C  1.0524  5.3028  -1.5501
C  1.5257  4.3157  -2.3941
C  1.8211  3.0723  -1.8508
N  1.6899  2.7815  -0.5654
H  0.3872  -0.5426  5.2326
H  0.1092  1.1342  5.5085
H  0.6386  4.1664  2.3358
H  0.4861  5.7381  0.4834
H  0.7984  6.2836  -1.9323
H  1.6423  4.4854  -3.4553
H  2.1616  2.2635  -2.4870
C  -3.8327  -0.4011  2.9226
C  -2.5209  -0.5252  2.2063
N  -1.6155  0.3825  2.2370
O  -1.9380  1.5463  2.9406
C  -2.2215  -1.7707  1.4890
C  -3.1420  -2.9481  1.5787
N  -1.1199  -1.8349  0.7948
O  -0.7655  -2.9423  0.2471
H  -3.8161  0.4290  3.6196
H  -4.0574  -1.3263  3.4530
H  -4.6354  -0.2358  2.2003
H  -1.0566  1.9152  3.1470
H  -4.1790  -2.6596  1.3968
H  -3.0975  -3.4320  2.5599
H  -2.8317  -3.6752  0.8321
O  1.4584  -1.4008  -0.8688
S  0.6779  -2.2130  -1.8981
C  1.7039  -2.0123  -3.4000
C  2.4582  -3.3182  -3.6539
C  2.6337  -3.9816  -2.2901
C  1.2590  -3.9056  -1.6455
H  2.3653  -1.1886  -3.1363
H  1.0623  -1.6848  -4.2148
H  3.4065  -3.1362  -4.1622
H  1.8643  -3.9726  -4.2984
H  3.3450  -3.4150  -1.6847
H  2.9961  -5.0084  -2.3646
H  1.2079  -4.0692  -0.5732
H  0.5394  -4.5621  -2.1423
F  -0.9380  2.4848  -2.5875
B  -1.2792  1.1342  -2.7238
F  -2.1614  0.9514  -3.7908
F  -0.0914  0.3797  -2.9571
F  -1.8719  0.6716  -1.5202

The HOMO-LUMO gap comes out at 7.21 eV. The total charge is -1. The calculation puts the relative energy (zero: lowest compared OMol25 entry of this formula, charge and spin) at 33.4 kJ/mol.

No. 5
Below is a molecular structure, C15H22Br2N5OTi, with properties calculated with ωB97M-V with the def2-TZVPD basis set.

Cartesian coordinates (Å):
Ti  -0.1149  -0.1458  -0.0071
N  0.0189  2.1348  0.0324
C  1.4195  2.5136  0.3882
C  2.3905  1.5926  -0.3290
N  2.0881  0.1776  -0.0032
C  2.6421  -0.1979  1.3313
C  1.6540  -1.0410  2.1152
N  0.3558  -0.3106  2.1728
C  2.5238  -0.7785  -1.0557
C  1.8332  -0.5131  -2.3904
N  0.3696  -0.2593  -2.2079
H  -0.6216  2.5877  0.6800
H  -0.2085  2.5310  -0.8779
H  1.6309  3.5521  0.1342
H  1.5210  2.4232  1.4697
H  2.2926  1.7414  -1.4033
H  3.4214  1.8449  -0.0679
H  3.5963  -0.7167  1.2218
H  2.8473  0.7197  1.8845
H  1.4668  -1.9967  1.6238
H  2.0526  -1.2509  3.1081
H  -0.3445  -0.9028  2.6147
H  0.4437  0.5010  2.7797
H  3.6081  -0.7421  -1.1979
H  2.2765  -1.7821  -0.7008
H  2.2712  0.3465  -2.8925
H  2.0011  -1.3675  -3.0445
H  0.0587  0.4319  -2.8837
H  -0.1436  -1.1054  -2.4489
Br  -0.8154  -5.0416  -0.0080
C  -2.1462  -3.7220  -0.0080
C  -3.5113  -4.0889  -0.0031
C  -4.4902  -3.1367  -0.0033
Br  -6.2908  -3.6698  0.0035
C  -4.1588  -1.7515  -0.0064
C  -5.0790  -0.6847  -0.0084
C  -4.6211  0.6084  -0.0155
C  -3.2443  0.8476  -0.0177
N  -2.3396  -0.1182  -0.0127
C  -2.7952  -1.4147  -0.0095
C  -1.7885  -2.4044  -0.0115
O  -0.5175  -1.9358  -0.0198
H  -3.7741  -5.1373  0.0002
H  -6.1407  -0.8924  -0.0070
H  -5.3078  1.4421  -0.0199
H  -2.8767  1.8673  -0.0262

The HOMO-LUMO gap (alpha / beta) comes out at 7.43 / 7.53 eV. The total charge is +2. Its multiplicity is 2. The calculation puts the relative energy (zero: lowest compared OMol25 entry of this formula, charge and spin) at 0.4 kJ/mol.

No. 6
Below is 3 unconnected molecules or ions with the total composition C15H22BrN2O8P, with properties calculated with ωB97M-V with the def2-TZVPD basis set.

Cartesian coordinates (Å):
C  4.2225  -4.2875  -0.3194
O  3.6067  -3.4627  0.6424
C  2.6823  -2.5684  0.0705
C  2.3935  -1.4863  1.0922
C  1.3811  -0.4191  0.6634
C  0.0740  -0.7476  -0.0363
O  -0.4851  0.5048  -0.4373
O  0.1617  -1.5446  -1.2043
C  -1.1244  -1.8767  -1.5533
O  -1.4448  -2.2854  -2.6106
O  -1.9533  -1.6765  -0.4932
C  -1.1338  -1.4254  0.6682
Br  -2.0579  -0.2665  1.8691
P  -0.8925  -3.1051  1.4420
O  0.3224  -3.2376  2.2385
O  -1.0103  -4.1371  0.2295
O  -2.2860  -3.2875  2.1722
H  4.9074  -3.7142  -0.9547
H  3.4791  -4.7798  -0.9590
H  4.7856  -5.0493  0.2151
H  1.7655  -3.1116  -0.1957
H  3.0796  -2.1400  -0.8612
H  3.3347  -0.9555  1.2632
H  2.1258  -1.9446  2.0380
H  1.0535  0.1302  1.5490
H  1.8856  0.3114  0.0259
H  0.1432  0.9018  -1.0548
H  -0.1457  -4.5205  0.0244
H  -2.5729  -4.2094  2.1579
N  -2.7049  2.0709  -1.7011
C  -2.6268  1.4209  -2.9021
C  -3.1768  2.2353  -3.8566
C  -3.6046  3.4236  -3.2045
C  -3.3001  3.2896  -1.8758
H  -2.3724  1.6990  -0.8291
H  -2.1933  0.4379  -2.9799
H  -3.2650  2.0039  -4.9049
H  -4.0813  4.2761  -3.6584
H  -3.4563  3.9569  -1.0454
N  -0.0929  2.9954  1.6463
C  -0.5497  4.2594  1.3941
C  0.3747  5.1461  1.8790
C  1.4320  4.3857  2.4474
C  1.1136  3.0631  2.2883
H  -0.5722  2.1475  1.3972
H  -1.4875  4.4215  0.8908
H  0.3021  6.2196  1.8320
H  2.3218  4.7664  2.9201
H  1.6420  2.1718  2.5811

The HOMO-LUMO gap comes out at 8.32 eV. The total charge is 0. As for the SMILES: COCCC[C@@]1(O)OC(=O)O[C@@]1(Br)P(=O)(O)O.c1cc[nH]c1.c1cc[nH]c1.

Copy entry 1 word for word.
Below is a molecular structure, C15H21N3O4STc, with properties calculated with ωB97M-V with the def2-TZVPD basis set.

Cartesian coordinates (Å):
Tc  1.0623  -1.3078  -2.8470
C  3.8779  -3.5777  -1.2195
C  2.9365  -3.2912  -2.2893
C  1.5199  -3.5002  -2.1372
C  0.6508  -3.4922  -3.2719
C  1.1716  -3.1258  -4.5440
C  2.5318  -2.7767  -4.6663
C  3.3852  -2.8271  -3.5640
H  4.4456  -4.4944  -1.4714
H  3.4054  -3.7737  -0.2601
H  4.6743  -2.8337  -1.1279
H  1.1666  -3.9641  -1.2194
H  -0.3423  -3.9294  -3.1917
H  0.5596  -3.2389  -5.4342
H  2.9416  -2.5572  -5.6493
H  4.4444  -2.6385  -3.7140
C  -1.0473  2.6067  6.0213
C  -1.7722  3.4333  5.0828
S  -2.4333  2.4134  3.3953
O  -2.4643  1.0543  3.8056
O  -3.5969  3.1365  3.0590
C  -1.2754  2.4691  1.9189
C  -1.9905  1.6209  0.8549
N  -1.1559  1.1940  -0.2736
C  -0.8076  -0.0788  -0.5539
N  -0.1032  -0.1301  -1.7125
C  -0.0574  1.1565  -2.2080
C  -0.6970  1.9752  -1.3267
N  -0.8924  3.4325  -1.4778
O  -0.5216  3.8767  -2.5107
O  -1.3854  3.9635  -0.5219
C  -1.2140  -1.2544  0.2214
H  -1.0489  3.1664  6.9877
H  -0.0100  2.3882  5.7719
H  -1.5846  1.7140  6.3784
H  -1.2063  4.2044  4.5589
H  -2.7640  3.7589  5.4041
H  -0.3304  2.0436  2.2427
H  -1.1912  3.5094  1.6078
H  -2.8299  2.2066  0.4619
H  -2.3908  0.7164  1.3194
H  0.3663  1.4414  -3.1664
H  -0.9517  -1.1706  1.2757
H  -0.7726  -2.1564  -0.1945
H  -2.3027  -1.3631  0.1856

The HOMO-LUMO gap (alpha / beta) comes out at 4.76 / 6.54 eV. The total charge is +4. Its multiplicity is 4. The calculation puts the relative energy (zero: lowest compared OMol25 entry of this formula, charge and spin) at 109.1 kJ/mol.

Question: Among the records above, which one has the lowest total charge?
Answer: C15H22BF4N6O3S2Sn